Record 1
Here is a single C5H10O2 molecule from OMol25. Energies are from ωB97M-V with the def2-TZVPD basis set.

Calculated values
SMILES ... C[C@H]1OCC[C@H]1O
Orbital gap ... 10.626 eV
Energy above the lowest of the compared OMol25 structures with the same formula, charge and spin ... 128.6 kJ/mol
F_max ... 0.0057 hartree/bohr
Total charge ... 0
LUMO energy ... 0.9 eV

Each line ends with the natural charge from an NBO analysis.
Geometry (Å):
C  2.037701  -0.046116  -0.520450  -0.62
C  0.800601  0.204822  0.323129  0.07
O  0.096274  1.308425  -0.281496  -0.54
C  -1.310374  1.087889  -0.231429  -0.07
C  -1.488933  -0.050270  0.758548  -0.45
C  -0.254768  -0.907180  0.454290  0.07
O  -0.403369  -1.691113  -0.713546  -0.71
H  2.519034  0.921665  -0.687754  0.23
H  1.784803  -0.468723  -1.497546  0.20
H  2.757257  -0.710113  -0.031801  0.22
H  1.113250  0.482203  1.343107  0.17
H  -1.686060  0.817694  -1.231647  0.16
H  -1.824477  2.001617  0.082435  0.19
H  -1.402937  0.354245  1.774821  0.21
H  -2.436929  -0.583453  0.663271  0.23
H  -0.038420  -1.612452  1.261918  0.19
H  -0.281895  -1.118368  -1.481931  0.46

Forces on the atoms, in the same order (eV/Å):
-0.01 -0.01 -0.01
0.09 -0.05 0.04
0.07 0.02 -0.02
-0.28 -0.02 0.02
-0.05 -0.04 0.04
0.05 0.12 0.26
-0.01 0.13 -0.22
0.01 -0.16 0.00
0.03 0.05 0.12
-0.19 0.04 0.00
-0.09 0.07 -0.17
0.09 0.05 0.16
0.17 -0.04 -0.07
-0.05 -0.16 -0.10
0.16 -0.02 -0.04
0.10 0.15 -0.10
-0.09 -0.12 0.07



Record 2
Here is 2 unconnected molecules or ions with the total composition C5H10O2 in a non-equilibrium geometry from OMol25. Energies are from ωB97M-V with the def2-TZVPD basis set.

Calculated values
SMILES ... C=C/C(O)=C/C.O
Orbital gap ... 9.290 eV
Energy above the lowest of the compared OMol25 structures with the same formula, charge and spin ... 264.6 kJ/mol
F_max ... 0.0346 hartree/bohr
Total charge ... 0
LUMO energy ... 0.6 eV

Each line ends with the natural charge from an NBO analysis.
Geometry (Å):
C  -0.118738  2.473079  0.255026  -0.65
C  -0.295017  1.067435  0.753573  -0.24
C  0.479319  0.081841  0.299954  0.25
O  1.496309  0.316616  -0.589029  -0.73
C  0.431071  -1.275774  0.894418  -0.21
C  -0.649016  -1.955251  1.266592  -0.41
H  0.709999  3.013933  0.722008  0.23
H  -0.092499  2.546971  -0.831533  0.22
H  -0.941887  3.123137  0.577082  0.21
H  -1.286200  0.834453  1.124816  0.21
H  1.159350  0.102167  -1.475399  0.51
H  1.402625  -1.580832  1.254594  0.20
H  -1.577808  -1.534984  0.921507  0.19
H  -0.479700  -2.775831  1.939203  0.21
H  0.272613  -2.174405  -2.574955  0.49
H  -0.672241  -1.040010  -2.046376  0.48
O  0.161813  -1.222538  -2.491489  -0.96

Forces on the atoms, in the same order (eV/Å):
-0.63 0.97 0.54
-0.55 0.53 -1.61
-0.36 -0.57 0.29
0.42 0.34 0.18
0.07 0.46 0.42
1.03 0.85 -0.54
0.45 -0.47 -0.40
0.38 0.00 0.01
-0.27 -0.40 -0.12
0.45 -0.21 1.05
0.23 -0.28 0.17
0.29 -0.30 -0.15
-0.65 -0.52 0.36
-0.69 -0.42 -0.07
-0.19 0.07 0.21
-0.03 -0.40 -0.02
0.05 0.36 -0.32



Record 3
Here is a single C5H10O2 molecule in a non-equilibrium geometry from OMol25. Energies are from ωB97M-V with the def2-TZVPD basis set.

Calculated values
SMILES ... CC(C)CC(=O)O
Orbital gap ... 10.642 eV
Energy above the lowest of the compared OMol25 structures with the same formula, charge and spin ... 234.5 kJ/mol
F_max ... 0.0798 hartree/bohr
Total charge ... 0
LUMO energy ... 0.7 eV

Each line ends with the natural charge from an NBO analysis.
Geometry (Å):
O  -2.486935  0.267076  -0.355608  -0.59
C  -1.343856  -0.066898  -0.171336  0.79
O  -1.049992  -1.255893  0.413016  -0.69
C  -0.203268  0.864734  -0.588375  -0.52
C  0.991644  -0.051401  -0.120787  -0.24
C  1.205401  -0.101866  1.350153  -0.63
C  2.326098  0.433840  -0.801582  -0.62
H  -1.809233  -1.608346  0.821758  0.50
H  -0.022430  1.140777  -1.700383  0.26
H  -0.399648  1.732698  0.103540  0.24
H  0.821724  -1.198430  -0.585590  0.23
H  1.929468  -1.003844  1.765606  0.22
H  1.572586  0.850705  1.868684  0.21
H  0.300250  -0.157872  1.960592  0.22
H  2.360616  0.953044  -1.800567  0.21
H  2.719641  1.188772  -0.007604  0.20
H  2.966332  -0.457421  -0.893742  0.21

Forces on the atoms, in the same order (eV/Å):
-0.34 -0.22 0.37
-1.98 0.85 -1.57
1.54 0.91 -0.83
1.22 -2.14 1.24
1.63 -0.82 -3.67
1.54 -0.76 3.73
0.57 0.98 1.55
-1.91 -0.52 0.52
-1.14 -0.53 2.03
0.67 -0.46 -1.03
0.29 3.27 1.36
-1.78 2.29 -1.33
0.34 -0.89 -1.43
-0.21 -0.74 -0.45
-0.76 -0.60 0.94
0.06 -1.23 -1.68
0.24 0.61 0.26



Record 4
Here is a single C5H10O2 molecule from OMol25. Energies are from ωB97M-V with the def2-TZVPD basis set.

Calculated values
SMILES ... COC[C@H]1C[C@H]1O
Orbital gap ... 10.501 eV
Energy above the lowest of the compared OMol25 structures with the same formula, charge and spin ... 265.6 kJ/mol
F_max ... 0.0112 hartree/bohr
Total charge ... 0
LUMO energy ... 1.0 eV

Each line ends with the natural charge from an NBO analysis.
Geometry (Å):
C  2.116140  -0.390328  0.801118  -0.25
O  1.010584  -1.039888  0.200311  -0.56
C  0.553848  -0.460921  -1.015190  -0.06
C  -0.891753  0.004725  -1.005717  -0.27
C  -1.756821  -0.465358  0.129305  -0.45
C  -1.412275  0.991754  -0.007812  0.08
O  -0.514313  1.658987  0.838388  -0.71
H  3.060321  -0.473116  0.231291  0.16
H  2.273290  -0.897781  1.755113  0.19
H  1.897328  0.665956  1.003659  0.18
H  1.236881  0.344316  -1.311078  0.18
H  0.644187  -1.230310  -1.791564  0.18
H  -1.302569  0.093880  -2.011930  0.22
H  -2.771835  -0.809444  -0.060593  0.22
H  -1.171306  -1.034213  0.845197  0.24
H  -2.239464  1.615859  -0.349693  0.17
H  -0.732251  1.425884  1.749194  0.47

Forces on the atoms, in the same order (eV/Å):
0.05 0.01 0.29
-0.04 0.18 -0.11
0.50 -0.04 -0.27
0.19 0.23 -0.15
0.02 -0.18 0.05
-0.29 -0.09 -0.24
-0.07 -0.35 0.23
-0.45 -0.01 -0.09
0.01 0.06 -0.05
0.04 -0.12 -0.13
-0.18 0.10 0.06
-0.05 0.01 0.05
0.00 -0.16 0.24
0.21 0.19 0.14
-0.24 0.06 0.08
0.25 0.01 0.03
0.04 0.10 -0.13



Record 5
Here is a single C5H10O2 molecule in a non-equilibrium geometry from OMol25. Energies are from ωB97M-V with the def2-TZVPD basis set.

Calculated values
SMILES ... OC[C@H]1CCCO1
Orbital gap ... 10.779 eV
Energy above the lowest of the compared OMol25 structures with the same formula, charge and spin ... 192.4 kJ/mol
F_max ... 0.0313 hartree/bohr
Total charge ... 0
LUMO energy ... 0.9 eV

Each line ends with the natural charge from an NBO analysis.
Geometry (Å):
O  2.799508  -0.054680  -0.164087  -0.71
C  1.634231  -0.638382  0.376200  -0.08
C  0.445949  -0.517579  -0.591203  0.05
C  -0.922590  -0.923957  -0.128604  -0.40
C  -1.552490  0.347772  0.609667  -0.45
C  -0.805829  1.479328  -0.127185  -0.08
O  0.265304  0.820613  -1.038841  -0.56
H  2.483750  0.683325  -0.705374  0.48
H  1.380824  -0.177536  1.344901  0.15
H  1.855582  -1.698922  0.562474  0.18
H  0.542659  -1.296987  -1.371205  0.19
H  -0.863547  -1.884873  0.399164  0.22
H  -1.510999  -1.040626  -1.051324  0.21
H  -1.383968  0.337459  1.698013  0.21
H  -2.640589  0.336035  0.437462  0.22
H  -0.272540  2.165522  0.543328  0.19
H  -1.455262  2.063480  -0.793383  0.20

Forces on the atoms, in the same order (eV/Å):
-0.22 0.15 -0.25
-0.56 -0.17 0.20
-0.34 -0.67 0.03
-0.94 0.67 1.03
0.68 -1.26 -0.58
1.02 -0.64 -0.83
-1.07 0.61 0.99
0.15 0.04 0.07
0.02 0.02 -0.09
-0.13 0.22 -0.03
0.96 1.13 -0.62
-0.47 0.34 0.19
0.10 -0.24 0.37
0.12 0.08 -0.46
0.46 0.27 0.05
-0.13 -0.26 -0.17
0.34 -0.28 0.10



Record 6
Here is a molecular structure, C5H10O2 from OMol25. Energies are from ωB97M-V with the def2-TZVPD basis set.

Calculated values
Orbital gap ... 8.275 eV
Energy above the lowest of the compared OMol25 structures with the same formula, charge and spin ... 529.3 kJ/mol
F_max ... 0.0057 hartree/bohr
Total charge ... 0
LUMO energy ... 1.0 eV

Each line ends with the natural charge from an NBO analysis.
Geometry (Å):
C  1.800867  0.574305  -0.688070  -0.63
C  1.114036  -0.621368  -0.063373  0.06
C  0.349510  -0.329327  1.220020  -0.23
O  -0.730145  -1.267735  1.141448  -0.42
C  -1.047941  -1.205079  -0.109995  0.56
C  -1.697105  1.051992  0.016931  -0.97
O  -0.011080  -1.054127  -0.922031  -0.48
H  2.243887  0.309829  -1.653146  0.22
H  2.599948  0.920945  -0.023193  0.22
H  1.086569  1.389651  -0.833004  0.23
H  1.801797  -1.482390  -0.024481  0.17
H  -0.598861  0.647963  0.704533  0.24
H  0.868266  -0.429817  2.170799  0.20
H  -1.941935  -1.682882  -0.490011  0.21
H  -1.475319  2.099433  0.272698  0.22
H  -1.777550  1.015266  -1.074755  0.20
H  -2.669217  0.819741  0.464984  0.21

Forces on the atoms, in the same order (eV/Å):
-0.01 0.03 0.00
0.17 0.07 0.08
0.27 -0.02 0.10
-0.15 -0.01 -0.18
0.04 -0.09 0.05
-0.17 0.08 -0.11
-0.19 0.01 0.05
-0.05 0.04 0.15
-0.11 -0.05 -0.09
0.11 -0.12 0.04
-0.09 0.12 0.00
0.01 0.01 -0.04
-0.05 0.00 -0.16
0.07 0.11 0.06
0.01 -0.17 -0.03
-0.01 -0.02 0.15
0.13 0.01 -0.07



Record 7
Here is a single C5H10O2 molecule from OMol25. Energies are from ωB97M-V with the def2-TZVPD basis set.

Calculated values
SMILES ... OC[C@H]1CCOC1
Orbital gap ... 10.711 eV
Energy above the lowest of the compared OMol25 structures with the same formula, charge and spin ... 144.3 kJ/mol
F_max ... 0.0091 hartree/bohr
Total charge ... 0
LUMO energy ... 0.9 eV

Each line ends with the natural charge from an NBO analysis.
Geometry (Å):
O  -0.622813  2.401566  0.525076  -0.72
C  0.231831  1.621054  -0.288163  -0.05
C  0.404375  0.264881  0.375473  -0.27
C  -0.943060  -0.468382  0.560511  -0.43
C  -0.653155  -1.859783  -0.004003  -0.07
O  0.278409  -1.633531  -1.045241  -0.52
C  1.211530  -0.719039  -0.504578  -0.07
H  -0.786948  3.238124  0.071861  0.47
H  -0.198980  1.472256  -1.293275  0.16
H  1.214765  2.106091  -0.409596  0.16
H  0.902482  0.413665  1.340344  0.21
H  -1.279714  -0.486344  1.599936  0.22
H  -1.720265  0.026295  -0.030968  0.21
H  -1.522870  -2.366750  -0.428395  0.19
H  -0.207384  -2.511773  0.766274  0.16
H  1.735833  -0.241682  -1.338983  0.19
H  1.955965  -1.256649  0.103727  0.17

Forces on the atoms, in the same order (eV/Å):
-0.10 0.36 -0.10
0.27 -0.30 -0.24
0.03 0.00 0.01
-0.06 -0.02 0.01
-0.22 -0.09 0.15
0.02 -0.05 -0.05
0.24 0.18 0.05
-0.01 -0.16 0.17
0.05 0.03 0.17
-0.18 -0.07 0.03
-0.07 -0.02 -0.14
0.06 -0.01 -0.14
0.10 -0.07 0.07
0.10 0.09 0.05
-0.05 0.08 -0.10
-0.09 -0.01 0.12
-0.11 0.06 -0.07